Entry 1:
ORCA calculation (the ωB97M-V functional and the def2-TZVPD basis) on C28H32N13O3S4SbTi as an isolated structure.

XYZ file:
```
82
Properties=species:S:1:pos:R:3
Ti -4.07 1.07 -1.52
C 4.82 -2.09 4.91
N 4.07 -1.86 6.15
C 3.64 -0.70 6.66
N 2.96 -0.91 7.78
C 3.03 -2.26 7.90
N 3.67 -2.88 6.93
C 5.71 -0.93 4.57
C 6.76 -0.59 5.44
C 7.54 0.53 5.12
C 7.32 1.28 4.00
C 6.26 0.93 3.09
C 5.46 -0.19 3.44
C 6.04 1.68 1.93
N 6.69 2.76 1.49
N 6.11 3.11 0.32
C 5.15 2.27 0.07
O 5.04 1.31 1.04
C 4.29 2.23 -1.09
C 4.43 3.22 -2.08
C 3.63 3.19 -3.21
C 2.69 2.17 -3.38
C 2.54 1.20 -2.40
C 1.53 0.10 -2.60
N 0.29 0.27 -1.85
C -0.85 0.83 -2.27
N -1.75 0.77 -1.31
C -1.08 0.16 -0.29
N 0.16 -0.15 -0.58
C 3.33 1.23 -1.26
H 4.11 -2.28 4.10
H 5.39 -3.00 5.09
H 3.85 0.25 6.20
H 2.58 -2.80 8.72
H 6.94 -1.17 6.33
H 8.35 0.81 5.79
H 7.93 2.14 3.76
H 4.63 -0.47 2.79
H 5.17 3.99 -1.94
H 3.74 3.95 -3.96
H 2.07 2.14 -4.27
H 1.94 -0.87 -2.30
H 1.26 0.04 -3.65
H -0.99 1.25 -3.25
H -1.53 -0.05 0.66
H 3.21 0.47 -0.49
N -4.09 2.89 -0.25
C -4.68 2.50 1.04
C -4.38 1.04 1.35
O -4.57 0.59 2.46
O -3.93 0.35 0.33
H -3.15 3.25 -0.14
H -4.64 3.61 -0.73
H -5.77 2.58 0.94
H -4.37 3.13 1.87
S -5.83 5.04 -2.59
Sb -5.75 2.98 -3.54
S -6.45 1.39 -1.88
S -3.43 2.28 -3.45
S -6.60 2.40 -5.55
C -4.36 -1.17 -3.73
N -4.22 -1.15 -2.24
C -5.43 -1.80 -1.66
N -5.60 -3.17 -2.14
C -5.71 -3.12 -3.60
N -4.52 -2.54 -4.23
C -3.35 -3.32 -3.82
N -3.19 -3.36 -2.36
C -3.05 -1.99 -1.88
C -4.41 -3.94 -1.79
H -3.48 -0.72 -4.17
H -5.23 -0.57 -4.00
H -6.29 -1.20 -1.94
H -5.32 -1.79 -0.58
H -6.58 -2.53 -3.88
H -5.83 -4.14 -3.98
H -2.46 -2.88 -4.26
H -3.46 -4.34 -4.19
H -2.16 -1.56 -2.34
H -2.95 -1.98 -0.80
H -4.31 -3.96 -0.70
H -4.52 -4.96 -2.15
```

Values from the calculation:
Orbital gap (spin up / spin down) (eV): 4.0 / 7.0
Calculated total energy (Ha): -4706.51704
LUMO level (spin up / spin down) (eV): 3.5 / 3.5
ΔE to the lowest compared entry with this formula, charge and spin (kcal per mole): 0.0
Multiplicity: 3
Expectation value of S²: 2.05
Net charge: -2

Atomic partial charges in e from the Löwdin method, atoms 1 to 2:
1 Ti 0.3704
2 C -0.0948

=====

Entry 2:
ORCA calculation (the ωB97M-V functional and the def2-TZVPD basis) on one molecule with the formula C28H32N2O.

XYZ file:
```
63
Properties=species:S:1:pos:R:3
C 1.44 2.28 2.43
C 0.46 2.69 1.37
O 0.69 3.63 0.62
C -0.80 1.80 1.20
C -2.04 2.69 1.21
C -2.13 3.80 0.36
C -3.32 4.52 0.27
C -4.44 4.12 1.01
C -4.34 3.04 1.89
C -3.14 2.34 2.02
C -0.64 0.95 -0.06
C 0.68 0.19 0.04
C 1.84 0.69 -0.42
C 3.12 0.00 -0.38
C 4.31 0.70 -0.70
C 5.53 0.05 -0.73
C 5.63 -1.31 -0.32
N 6.86 -1.95 -0.33
C 7.26 -2.86 0.72
C 7.59 -2.13 -1.56
C 4.44 -1.99 0.07
C 3.21 -1.36 -0.02
C -1.86 0.05 -0.35
C -3.07 0.65 -0.74
C -4.22 -0.09 -0.93
C -4.15 -1.51 -0.91
N -5.22 -2.26 -1.28
C -5.11 -3.69 -1.48
C -6.57 -1.76 -1.34
C -2.92 -2.12 -0.57
C -1.81 -1.34 -0.27
H 1.46 1.19 2.59
H 2.43 2.64 2.12
H 1.14 2.77 3.37
H -0.88 1.11 2.06
H -1.25 4.10 -0.20
H -3.36 5.39 -0.38
H -5.38 4.65 0.88
H -5.20 2.74 2.49
H -3.05 1.50 2.71
H -0.57 1.66 -0.90
H 0.67 -0.77 0.57
H 1.87 1.71 -0.82
H 4.24 1.76 -0.95
H 6.44 0.58 -0.99
H 6.99 -2.46 1.71
H 6.80 -3.85 0.61
H 8.35 -2.96 0.67
H 7.37 -1.31 -2.26
H 8.66 -2.17 -1.34
H 7.31 -3.09 -2.04
H 4.52 -3.03 0.39
H 2.30 -1.93 0.18
H -3.12 1.74 -0.86
H -5.16 0.41 -1.17
H -4.24 -3.94 -2.10
H -5.02 -4.24 -0.53
H -6.02 -4.02 -2.00
H -6.62 -0.71 -1.64
H -7.10 -2.35 -2.09
H -7.09 -1.87 -0.38
H -2.85 -3.20 -0.55
H -0.89 -1.84 0.03
```

Values from the calculation:
Orbital gap (eV): 8.0
Calculated total energy (Ha): -1270.85961
LUMO level (eV): 0.7
ΔE to the lowest compared entry with this formula, charge and spin (kcal per mole): 14.9
SMILES: CC(=O)[C@@H](c1ccccc1)[C@@H](/C=C/c1ccc(N(C)C)cc1)c1ccc(N(C)C)cc1

Atomic partial charges in e from the Löwdin method, atoms 1 to 2:
1 C -0.0060
2 C -0.3952